one:
A cluster of 2 separate species, C3H3FN2 in total, computed with the ωB97M-V functional and the def2-TZVPD basis.

Calculated values
- SMILES: C#CN=C=N.F
- Highest occupied orbital energy: -9.47 eV
- M: 86.069 g mol⁻¹
- Gap between HOMO and LUMO: 0.3735 hartree

Last columns: bonded neighbours and bond lengths (Å).
CARTESIAN COORDINATES (ANGSTROEM)
1 C -0.049 2.208 -0.746  C2 1.197, H6 1.075
2 C -0.102 1.012 -0.746  C1 1.197, N3 1.288
3 N -0.189 -0.231 -0.420  C2 1.288, C4 1.198
4 C -0.707 -1.205 0.047  N3 1.198, N5 1.205
5 N -1.041 -2.146 0.721  C4 1.205, H7 1.014
6 H -0.024 3.271 -0.587  C1 1.075
7 H -1.232 -3.105 0.451  N5 1.014
8 F 1.796 -0.134 0.993  H9 0.882
9 H 1.547 0.331 0.287  F8 0.882

Mulliken atomic charge list, values in e, 5 entries: number 1, C, carries -0.31; number 2, C, carries 0.11; number 3, N, carries -0.42; number 4, C, carries 0.46; number 5, N, carries -0.48

***

two:
The molecule C3H3FN2, computed with the ωB97M-V functional and the def2-TZVPD basis.

Calculated values
- SMILES: FC1N=CC=N1
- Highest occupied orbital energy: -10.40 eV
- M: 86.069 g mol⁻¹
- Gap between HOMO and LUMO: 0.3605 hartree

Last columns: bonded neighbours and bond lengths (Å).
CARTESIAN COORDINATES (ANGSTROEM)
1 F 2.218 -0.036 0.192  C2 1.355
2 C 1.060 0.044 -0.508  F1 1.355, N3 1.472, N6 1.493, H7 1.153
3 N 0.210 1.162 -0.067  C2 1.472, C4 1.259
4 C -0.901 0.692 0.291  N3 1.259, C5 1.391, H8 1.102
5 C -0.844 -0.694 0.394  C4 1.391, N6 1.265, H9 1.077
6 N 0.228 -1.132 -0.114  C2 1.493, C5 1.265
7 H 1.404 0.014 -1.607  C2 1.153
8 H -1.721 1.285 0.729  C4 1.102
9 H -1.656 -1.335 0.690  C5 1.077

Mulliken atomic charge list, values in e, 5 entries: number 1, F, carries -0.26; number 2, C, carries 0.33; number 3, N, carries -0.45; number 4, C, carries -0.07; number 5, C, carries -0.04

***

Short version: one is the least stable of them.